1.
C15H17BaIN2 | wB97M-V/def2-TZVPD

Cartesian coordinates (Å):
1 C 3.7867 2.0418 1.1207
2 C 3.8236 1.7863 -0.7640
3 H 2.9356 2.6930 1.4416
4 H 4.6864 2.6473 1.2196
5 H 3.9618 1.1062 1.7199
6 H 3.0028 2.3247 -1.2843
7 H 4.7431 2.3205 -1.0024
8 H 3.9937 0.7165 -1.0831
9 Ba 2.0218 0.7490 0.3136
10 C 2.9990 -1.1497 -1.6803
11 H 3.3698 -0.7384 -2.6304
12 H 2.0691 -1.7212 -1.8066
13 H 3.7698 -1.7031 -1.1226
14 I 2.9139 -1.2402 2.7537
15 C -1.9318 -0.0434 3.6386
16 C -0.7566 0.2764 2.9340
17 N -0.6696 0.2281 1.5978
18 C -1.7322 -0.1912 0.8814
19 C -2.9699 -0.5555 1.5223
20 C -3.0408 -0.4599 2.9267
21 C -4.0611 -0.9995 0.7222
22 C -3.9606 -1.0971 -0.6457
23 C -2.7603 -0.7601 -1.3345
24 C -2.6258 -0.8665 -2.7332
25 C -1.4239 -0.5334 -3.3308
26 C -0.3628 -0.0856 -2.5229
27 N -0.4664 0.0368 -1.1882
28 C -1.6249 -0.2946 -0.5807
29 H -1.9320 0.0405 4.7233
30 H 0.1587 0.5557 3.4663
31 H -3.9751 -0.7254 3.4198
32 H -4.9902 -1.2667 1.2301
33 H -4.8093 -1.4415 -1.2408
34 H -3.4786 -1.2152 -3.3134
35 H -1.2690 -0.6088 -4.4049
36 H 0.6055 0.1741 -2.9630

Lowest unoccupied orbital energy: -0.5 eV
HOMO: -5.989 eV
Kohn-Sham gap: 5.485 eV
Total charge: 0

Here are the Löwdin charges for atoms 1 to 6, given in e: C -0.381; C -0.339; H 0.026; H 0.052; H -0.089; H 0.030


2.
C15H17BaIN2 | wB97M-V/def2-TZVPD

Cartesian coordinates (Å):
1 C 0.9077 -1.0802 -3.3146
2 C 0.7590 0.5112 -3.3370
3 H 1.7090 -1.4535 -2.6514
4 H 1.2290 -1.3702 -4.3216
5 H -0.0429 -1.6311 -3.1504
6 H 1.4976 1.0489 -2.7128
7 H 0.9968 0.8169 -4.3610
8 H -0.2605 0.9059 -3.1478
9 Ba 0.1822 -0.3496 -1.0016
10 C -1.6924 1.7531 -1.6608
11 H -1.2978 2.6438 -2.1660
12 H -1.9812 1.9665 -0.6232
13 H -2.5006 1.2722 -2.2258
14 I -1.9696 -2.7345 -1.4301
15 C 0.3974 -3.5501 2.9726
16 C 0.4151 -2.8952 1.7353
17 N 0.4099 -1.5593 1.6321
18 C 0.3416 -0.7906 2.7406
19 C 0.3094 -1.3907 4.0463
20 C 0.3454 -2.7959 4.1270
21 C 0.2392 -0.5407 5.1909
22 C 0.1967 0.8271 5.0750
23 C 0.2126 1.4780 3.8074
24 C 0.1551 2.8713 3.6538
25 C 0.1646 3.4310 2.3889
26 C 0.2434 2.5810 1.2720
27 N 0.3089 1.2424 1.3896
28 C 0.2888 0.6760 2.6185
29 H 0.4197 -4.6334 2.9901
30 H 0.4050 -3.4470 0.7933
31 H 0.3252 -3.2492 5.1202
32 H 0.2191 -1.0169 6.1734
33 H 0.1460 1.4595 5.9620
34 H 0.1012 3.4814 4.5514
35 H 0.1111 4.4991 2.2268
36 H 0.2459 2.9785 0.2544

Lowest unoccupied orbital energy: -0.7 eV
HOMO: -5.955 eV
Kohn-Sham gap: 5.296 eV
Total charge: 0

Here are the Löwdin charges for atoms 1 to 6, given in e: C -0.379; C -0.345; H 0.028; H 0.080; H -0.075; H 0.043


Going by the energies, 2 is most stable and the next is 0.0915 hartree up.


1.
H3N3O2S | wB97M-V/def2-TZVPD

Cartesian coordinates (Å):
1 N 0.8088 0.8885 0.4003
2 N -0.0762 -0.0504 0.8458
3 N 0.2210 -1.3210 0.1133
4 O 1.0903 -1.2789 -0.7143
5 O -0.4538 -2.2693 0.3077
6 S -2.0468 0.3640 -0.3049
7 H 1.1743 0.5844 -0.5840
8 H 0.6897 1.7587 0.9237
9 H -1.4073 1.3240 -0.9877

Lowest unoccupied orbital energy (alpha / beta): -1.7 / -1.7 eV
HOMO (alpha / beta): -9.456 / -9.457 eV
Kohn-Sham gap (alpha / beta): 7.725 / 7.784 eV
Total charge: 0

Here are the Löwdin charges for atoms 1 to 6, given in e: N -0.021; N -0.114; N -0.496; O 0.043; O 0.084; S 0.493


2.
H3N3O2S | wB97M-V/def2-TZVPD

Cartesian coordinates (Å):
1 N -1.6537 0.0867 -1.3077
2 N -1.2020 -0.1234 -0.2120
3 N 1.6984 0.2397 0.0307
4 O -1.4464 -1.3243 0.4914
5 O 1.2705 -0.6363 0.7337
6 S 2.0289 1.6923 0.7036
7 H 2.7441 1.9523 -0.3362
8 H -2.3215 -0.6437 -1.5130
9 H -1.1184 -1.2433 1.4094

Lowest unoccupied orbital energy: -0.1 eV
HOMO: -9.248 eV
Kohn-Sham gap: 9.132 eV
Total charge: 0

Here are the Löwdin charges for atoms 1 to 6, given in e: N 0.094; N -0.162; N -0.530; O -0.059; O -0.163; S 0.827


Going by the energies, 2 is most stable and the next is 0.0382 hartree up.


1.
H23O11 | wB97M-V/def2-TZVPD

Cartesian coordinates (Å):
1 O 1.8587 0.9619 1.3021
2 H 2.8053 0.8554 1.1095
3 H 1.7887 1.9269 1.3048
4 O 1.0382 -0.0056 -3.8767
5 H 1.4558 -0.1813 -4.7234
6 H 0.0967 0.1637 -3.9746
7 O -0.7347 -1.9820 2.3631
8 H -1.1947 -2.5421 1.7236
9 H 0.4099 -1.5284 2.0341
10 O 3.7427 -0.7661 1.4288
11 H 4.1814 -1.2433 2.1392
12 H 4.4684 -0.3134 0.9801
13 O 0.4022 3.2391 -1.9667
14 H 0.6598 4.0514 -2.4013
15 H 0.0768 2.5496 -2.5447
16 O -2.1072 0.1077 2.4951
17 H -1.8445 0.9834 2.1653
18 H -1.3126 -1.1327 2.2102
19 O -0.7786 1.3554 0.5618
20 H -2.5655 0.2998 3.3226
21 O 1.4581 -1.3893 2.6653
22 H 2.1397 -0.8385 2.2215
23 H 1.3595 -0.8503 3.4663
24 O -2.0967 0.8086 -2.4060
25 H -2.8211 0.1856 -2.2859
26 H -2.4502 1.6713 -2.6403
27 O 0.4269 -1.6985 -1.7675
28 H 1.3425 -1.4680 -1.6183
29 H 0.1120 -1.4045 -2.6176
30 O -3.4245 -0.8624 -0.5728
31 H -3.1625 -0.8865 0.3484
32 H -2.7819 -1.2746 -1.1508
33 H 0.0869 1.0754 0.2367
34 H -1.1700 1.7305 -0.2388

Lowest unoccupied orbital energy: -2.9 eV
HOMO: -13.756 eV
Kohn-Sham gap: 10.898 eV
Total charge: +1

Here are the Löwdin charges for atoms 1 to 6, given in e: O -0.064; H 0.039; H 0.079; O -0.047; H 0.058; H 0.029


2.
H23O11 | wB97M-V/def2-TZVPD

Cartesian coordinates (Å):
1 O 0.9445 -1.4880 1.2408
2 H 0.6441 -1.7833 2.2078
3 H 0.1065 -0.8838 0.8806
4 O -0.4872 0.9010 -2.0702
5 H 1.1474 -2.2481 0.5152
6 H 3.8898 3.0546 -0.7486
7 O 0.5154 -2.8292 3.2790
8 H 2.5709 -2.6432 -1.0098
9 H -2.1955 1.7792 2.6501
10 O -1.9569 3.0050 -0.0807
11 H -1.7246 2.6022 0.6981
12 H 2.8466 2.5312 -3.0774
13 O -0.4996 -1.1955 -0.5158
14 H -2.2780 0.4430 2.8953
15 H -1.3348 1.2208 -2.3281
16 O -2.4395 2.0647 -3.1490
17 H -2.6335 2.2280 -2.3230
18 H 0.4938 -2.1574 3.8620
19 O 3.5381 2.4637 0.0618
20 H 1.2097 -3.3689 3.4366
21 O 3.2492 2.1979 -2.3935
22 H 2.7676 1.9941 -1.6248
23 H -0.4243 1.7445 -1.5554
24 O -3.1598 -2.8597 1.3835
25 H 3.8017 2.7451 0.8564
26 H -2.4029 -3.3729 1.0952
27 O 2.0229 -3.2203 -0.4224
28 H -3.9035 -2.9869 0.7423
29 H 2.0450 -4.2666 -0.7434
30 O -1.6091 0.9530 2.6630
31 H -1.6322 3.9330 -0.2019
32 H -2.4582 2.5481 -3.9762
33 H -1.0559 -0.9144 -1.3972
34 H -0.4246 -2.1400 -0.8256

Lowest unoccupied orbital energy: -3.0 eV
HOMO: -13.495 eV
Kohn-Sham gap: 10.458 eV
Total charge: +1

Here are the Löwdin charges for atoms 1 to 6, given in e: O 0.042; H 0.095; H 0.166; O -0.077; H 0.107; H 0.128


Going by the energies, 1 is most stable and the next is 0.1526 hartree up.


1.
C6H13NO4 | wB97M-V/def2-TZVPD

Cartesian coordinates (Å):
1 C 2.9456 -1.6213 0.8257
2 C -2.5209 -1.0696 0.8289
3 C 0.0723 2.5628 0.7122
4 C -1.6723 -1.5859 -0.3726
5 C 1.3138 2.2838 -0.1160
6 C 1.9878 0.2135 -1.0898
7 N -2.6890 -2.3600 -1.0990
8 O 2.8022 -0.6864 1.4699
9 O 3.1920 -2.5449 0.1722
10 O 3.0382 1.0399 -1.3873
11 O 1.1288 0.8615 -0.3570
12 H -3.0151 -1.9777 1.3281
13 H -1.8782 -0.4665 1.5424
14 H -3.1324 -0.3015 0.4823
15 H -0.2758 1.7358 1.3360
16 H 0.3857 3.4530 1.3242
17 H -0.6329 2.7659 -0.0652
18 H -0.8718 -2.0934 0.0342
19 H -1.3696 -0.8773 -1.1097
20 H 2.1368 2.5370 0.4462
21 H 1.6466 2.8567 -1.1220
22 H -3.5418 -2.1056 -0.6295
23 H -2.5075 -3.3570 -0.9786
24 H 3.4573 0.7373 -2.1756

Lowest unoccupied orbital energy: 0.6 eV
HOMO: -8.982 eV
Kohn-Sham gap: 9.622 eV
Total charge: 0

Here are the Löwdin charges for atoms 1 to 6, given in e: C -0.468; C -0.115; C -0.057; C -0.308; C -0.234; C -0.129


2.
C6H13NO4 | wB97M-V/def2-TZVPD

Cartesian coordinates (Å):
1 C 2.9900 0.3589 -0.1219
2 C 0.5722 0.1775 0.6777
3 C -0.0953 -1.2729 0.3929
4 C -0.7947 -1.0768 -0.8730
5 C -1.3753 0.4525 -0.6639
6 C -0.6258 1.1895 0.3699
7 H 3.6392 0.4570 -0.9229
8 H 3.6682 1.2159 0.4687
9 H 3.0303 -0.5465 0.3693
10 H 1.0047 0.1411 1.6824
11 H 0.3754 -2.4269 0.3349
12 H -0.6524 -2.2171 2.3849
13 H -2.6072 -1.5918 1.2296
14 H -1.6488 -1.6635 -1.3941
15 H 0.9370 -0.6090 -1.6390
16 H -0.7808 1.1316 -1.4821
17 H -2.9054 0.5634 -1.5505
18 H -1.2785 1.1470 1.3663
19 H -1.2009 3.0431 0.6016
20 N -1.0822 -1.3298 1.5107
21 O 1.6548 0.5978 -0.3037
22 O 0.2499 -1.1308 -1.9238
23 O -2.8340 0.9243 -0.5354
24 O -0.2404 2.4655 0.0213

Lowest unoccupied orbital energy: -0.1 eV
HOMO: -9.182 eV
Kohn-Sham gap: 9.069 eV
Total charge: 0

Here are the Löwdin charges for atoms 1 to 6, given in e: C -0.133; C -0.103; C -0.380; C -0.267; C -0.260; C -0.447


Going by the energies, 1 is most stable and the next is 0.2789 hartree up.


1.
C28H16Cl2MnN8O9 | wB97M-V/def2-TZVPD

Cartesian coordinates (Å):
1 Mn 0.2841 0.0656 0.6779
2 Cl 0.9842 1.8400 7.3721
3 C 0.2801 1.4014 5.8315
4 C 1.1255 1.2221 4.7456
5 C 0.6228 0.8580 3.4956
6 N 1.4040 0.5365 2.3898
7 C 2.7126 0.7682 2.3792
8 O 3.4316 1.3607 3.2012
9 C 3.4272 0.1363 1.1898
10 C 4.8138 0.2185 1.0986
11 C 5.4455 -0.4276 0.0519
12 C 4.6795 -1.1232 -0.8770
13 C 3.3013 -1.1319 -0.7166
14 N 2.6966 -0.5263 0.2986
15 C -0.7881 0.7225 3.3357
16 C -1.6120 0.8995 4.4479
17 C -1.0797 1.2323 5.6866
18 Cl -2.1754 1.4328 7.0367
19 N -1.2305 0.3719 2.0570
20 C -2.5154 0.4479 1.7241
21 O -3.5143 0.7250 2.4123
22 C -2.7892 0.1066 0.2723
23 C -4.0057 0.4816 -0.2966
24 C -4.2601 0.1351 -1.6087
25 C -3.3213 -0.6190 -2.3038
26 C -2.1480 -0.9501 -1.6507
27 N -1.8705 -0.5674 -0.4071
28 H 2.1864 1.3680 4.8606
29 H 5.3418 0.7842 1.8527
30 H 6.5249 -0.3864 -0.0454
31 H 5.1305 -1.6332 -1.7185
32 H 2.6523 -1.5970 -1.4476
33 H -2.6765 0.7904 4.3341
34 H -4.7031 1.0360 0.3138
35 H -5.1820 0.4428 -2.0883
36 H -3.4777 -0.9248 -3.3299
37 H -1.3806 -1.5329 -2.1483
38 O -0.1222 3.8545 -1.0203
39 C -0.0143 2.6321 -0.8797
40 O 0.2167 2.0330 0.2109
41 C -0.1805 1.8122 -2.1809
42 C -0.7801 2.4626 -3.2186
43 C -0.9406 1.8503 -4.4756
44 C -0.4537 0.5914 -4.7163
45 C 0.1662 -0.0938 -3.6816
46 C 0.2922 0.4503 -2.3403
47 O 0.7516 -0.2196 -1.3884
48 N 0.5721 -1.4487 -3.9954
49 O 0.3954 -1.8671 -5.1410
50 O 1.0984 -2.1469 -3.1352
51 N -1.6073 2.5544 -5.5493
52 O -2.0323 3.6796 -5.3321
53 O -1.7029 2.0063 -6.6444
54 H -1.1058 3.4785 -3.0485
55 H -0.5657 0.1284 -5.6816
56 N -0.2421 -4.0461 0.4688
57 C -0.6810 -3.9072 1.7685
58 C -0.4153 -2.6157 2.1064
59 N 0.1835 -1.9794 1.0470
60 C 0.2656 -2.8541 0.0774
61 H -0.3149 -4.8657 -0.1046
62 H -1.1310 -4.7169 2.3140
63 H -0.6114 -2.0902 3.0255
64 H 0.6447 -2.6464 -0.9117

<S²>: 1.1540
Spin multiplicity: 2
Lowest unoccupied orbital energy (alpha / beta): 4.0 / 4.0 eV
HOMO (alpha / beta): -1.834 / -1.571 eV
Kohn-Sham gap (alpha / beta): 5.868 / 5.601 eV
Total charge: -2

Here are the Löwdin charges for atoms 1 to 6, given in e: Mn 0.658; Cl 0.588; C -0.693; C -0.045; C -0.176; N 0.058


2.
C28H16Cl2MnN8O9 | wB97M-V/def2-TZVPD

Cartesian coordinates (Å):
1 Mn -0.0016 0.2143 -0.2891
2 Cl 0.7162 1.9253 6.4235
3 C 0.0075 1.5414 4.8711
4 C 0.8529 1.3379 3.7904
5 C 0.3480 1.0196 2.5265
6 N 1.1262 0.7050 1.4107
7 C 2.4483 0.8724 1.4385
8 O 3.1689 1.3892 2.3092
9 C 3.1705 0.2713 0.2509
10 C 4.5574 0.3705 0.1826
11 C 5.2140 -0.2315 -0.8733
12 C 4.4668 -0.9007 -1.8321
13 C 3.0867 -0.9226 -1.6968
14 N 2.4523 -0.3589 -0.6711
15 C -1.0676 0.9376 2.3604
16 C -1.8927 1.1479 3.4662
17 C -1.3581 1.4422 4.7126
18 Cl -2.4533 1.6830 6.0550
19 N -1.5187 0.6026 1.0816
20 C -2.8047 0.7280 0.7622
21 O -3.7741 1.0837 1.4552
22 C -3.1116 0.3520 -0.6696
23 C -4.3651 0.6388 -1.2043
24 C -4.6488 0.2222 -2.4900
25 C -3.6960 -0.5128 -3.1851
26 C -2.4810 -0.7514 -2.5682
27 N -2.1759 -0.2949 -1.3551
28 H 1.9169 1.4301 3.9191
29 H 5.0684 0.9130 0.9649
30 H 6.2941 -0.1778 -0.9535
31 H 4.9360 -1.3833 -2.6802
32 H 2.4565 -1.3846 -2.4463
33 H -2.9604 1.0920 3.3417
34 H -5.0706 1.1771 -0.5883
35 H -5.6036 0.4559 -2.9464
36 H -3.8754 -0.8749 -4.1892
37 H -1.7050 -1.3219 -3.0646
38 O -0.2820 4.0257 -2.0078
39 C -0.2146 2.7982 -1.8836
40 O -0.0107 2.1810 -0.7998
41 C -0.4116 2.0018 -3.1906
42 C -0.9532 2.6961 -4.2306
43 C -1.1215 2.1123 -5.5009
44 C -0.7008 0.8325 -5.7483
45 C -0.1400 0.0944 -4.7167
46 C -0.0097 0.6151 -3.3557
47 O 0.4129 -0.0800 -2.4041
48 N 0.2144 -1.2568 -5.0731
49 O 0.0529 -1.6139 -6.2377
50 O 0.6389 -2.0349 -4.2291
51 N -1.7156 2.8681 -6.5769
52 O -2.0479 4.0222 -6.3623
53 O -1.7734 2.3605 -7.6919
54 H -1.2264 3.7262 -4.0530
55 H -0.8099 0.3946 -6.7272
56 N -0.3186 -3.9341 -0.3548
57 C -0.7192 -3.7774 0.9556
58 C -0.5436 -2.4575 1.2352
59 N -0.0558 -1.8154 0.1225
60 C 0.0700 -2.7212 -0.8142
61 H -0.3314 -4.7814 -0.8895
62 H -1.0754 -4.5989 1.5511
63 H -0.7378 -1.9172 2.1468
64 H 0.4015 -2.5257 -1.8221

<S²>: 1.1298
Spin multiplicity: 2
Lowest unoccupied orbital energy (alpha / beta): 4.1 / 4.1 eV
HOMO (alpha / beta): -1.856 / -1.604 eV
Kohn-Sham gap (alpha / beta): 5.928 / 5.675 eV
Total charge: -2

Here are the Löwdin charges for atoms 1 to 6, given in e: Mn 0.658; Cl 0.589; C -0.694; C -0.046; C -0.174; N 0.059


Going by the energies, 2 is most stable and the next is 0.0027 hartree up.